DFT (ωB97M-V with the def2-TZVPD basis set) results for a cluster of 2 separate species, C2HN3O2 in total at a distorted geometry.

Results
LUMO: -0.7 eV
HOMO: -11.14 eV
maximum force: 0.057 Eh/bohr
gap between HOMO and LUMO: 10.46 eV
relative energy (zero: lowest compared OMol25 entry of this formula, charge and spin): 387.7 kJ/mol
net charge: 0
electronic energy: -10651.9822 eV

Last column: Löwdin charge in e.
Cartesian coordinates (Å):
H: 2.7863 0.2268 0.5626  0.082
O: -2.0950 0.6428 0.8126  0.179
O: -2.2627 2.2023 -0.8530  0.217
C: -0.4679 -1.3826 -0.7353  0.029
N: 0.5756 -1.6034 -0.3126  -0.098
C: -2.1903 1.4220 -0.0220  -0.464
N: 1.8898 -0.1460 0.2051  0.083
N: 1.7641 -1.3619 0.3426  -0.029

=====

DFT (ωB97M-V with the def2-TZVPD basis set) results for a structure of composition C20H23NO4PtS2.

Results
LUMO (alpha / beta): 4.7 / 4.7 eV
HOMO (alpha / beta): -0.70 / -1.55 eV
multiplicity: 3
maximum force: 0.018 Eh/bohr
gap between HOMO and LUMO (alpha / beta): 5.44 / 6.30 eV
relative energy (zero: lowest compared OMol25 entry of this formula, charge and spin): 1.2 kJ/mol
net charge: -2
electronic energy: -55710.1742 eV

Last column: Löwdin charge in e.
Cartesian coordinates (Å):
H: 4.6120 -4.2383 -0.3272  0.088
S: -5.6914 -3.4316 -2.1533  0.414
H: -2.9566 3.3720 -2.7238  0.068
C: -1.2517 2.5589 0.1840  -0.065
C: -0.3179 -1.1837 1.0943  -0.595
H: -3.1029 4.1045 -1.1099  0.066
H: -4.8877 0.3319 -0.1684  0.063
C: 2.6719 -4.1206 2.4355  -0.101
Pt: -2.0753 -0.1484 -1.7184  0.583
O: -5.2684 -1.7037 -0.3409  -0.265
C: 3.2293 2.3450 0.7620  -0.123
C: 3.0195 1.5160 1.8564  -0.100
H: 3.0499 -2.4550 -1.0036  0.116
H: -0.5801 4.7423 -1.3773  0.067
O: -0.2278 -1.1705 2.3318  -0.022
H: 0.5950 3.4367 -1.6410  0.045
H: -0.5325 3.8799 -2.9322  0.065
C: 1.8094 -0.0453 0.4679  -0.125
O: 0.8273 -1.6365 -1.0627  -0.045
H: -5.1216 -0.6228 1.3358  0.083
C: -4.6685 -0.6062 0.3457  -0.122
C: -2.8523 3.1848 -1.6525  -0.089
H: 2.8546 2.6266 -1.3335  0.090
H: 1.0074 -2.7710 2.7123  0.098
S: -4.0844 -0.9793 -2.6654  0.387
H: 4.3673 -5.3257 1.8912  0.083
C: 2.3161 0.3304 1.7115  -0.023
H: 1.5754 0.5340 -1.5770  0.105
H: 3.7748 3.2753 0.8770  0.084
H: 2.5479 -4.5899 3.4053  0.089
O: -1.3522 -1.0230 0.4068  -0.129
H: -3.5617 2.4023 -1.3803  0.046
C: 2.0098 0.7951 -0.6226  -0.026
C: 1.9253 -2.4940 0.8140  -0.114
C: 3.8250 -3.9250 0.3499  -0.105
C: -4.9869 -2.0119 -1.6097  -1.368
C: -0.4228 3.7665 -1.8511  -0.081
C: 1.0353 -1.3587 0.3029  -0.334
H: -0.2363 2.2313 0.4154  0.065
H: 2.1280 -0.3074 2.5649  0.111
C: 2.7197 1.9799 -0.4741  -0.110
C: 2.9528 -2.9189 -0.0317  -0.022
H: -1.4420 3.5031 0.7080  0.069
H: -3.5888 -0.7311 0.4230  0.036
C: -1.4220 2.7165 -1.3368  -0.791
H: 3.4006 1.7981 2.8319  0.088
C: 1.7986 -3.1070 2.0567  -0.021
C: 3.6892 -4.5346 1.5905  -0.130
H: -0.0285 -1.2589 -1.3461  0.024
N: -1.1461 1.4717 -1.9958  -0.191
H: -1.9357 1.7961 0.5604  0.065

=====

DFT (ωB97M-V with the def2-TZVPD basis set) results for a structure of composition C33H42BiCl5FIN3OP2Si.

Results
LUMO: 1.9 eV
HOMO: -4.08 eV
maximum force: 0.014 Eh/bohr
gap between HOMO and LUMO: 6.02 eV
relative energy (zero: lowest compared OMol25 entry of this formula, charge and spin): 48.0 kJ/mol
net charge: -1
electronic energy: -147146.4205 eV

Last column: Löwdin charge in e.
Cartesian coordinates (Å):
C: -2.9688 5.0106 -2.1035  -0.098
P: 0.7432 2.7921 -0.3331  0.879
C: 2.8169 0.0354 -0.1765  -0.295
Si: 0.5672 -0.3843 3.2051  0.376
H: -1.4068 -0.7839 -5.2014  0.100
H: 1.5224 4.9994 0.4445  0.026
H: 4.7830 -4.5687 -1.7971  0.106
C: -1.1145 2.5430 -2.3409  -0.149
C: -3.1546 3.7550 -1.6774  -0.126
Cl: -1.0654 -3.5880 1.0572  0.666
O: 1.8996 -3.2509 -1.0413  -0.207
C: -1.6673 5.6421 -2.0119  -0.098
C: -3.5624 0.5688 -1.5131  -0.230
H: -1.9014 0.0645 3.2851  -0.020
C: -2.0789 2.8354 -1.2323  -0.460
H: 2.9616 -5.7442 0.1322  0.104
P: -2.7439 1.4111 -0.0442  0.590
H: -1.5729 6.7014 -2.2194  0.091
Cl: -6.0702 -2.6336 2.8393  0.639
C: -0.6614 3.5072 -1.2680  -0.503
C: 4.6593 0.0916 1.8263  -0.102
C: -1.2027 -2.9855 -4.8082  -0.797
Cl: -5.9634 0.2192 1.7225  0.669
H: -1.3458 2.9495 -3.3194  0.122
H: -3.8137 3.5212 0.5473  0.031
H: 3.2925 -5.4425 -2.1469  0.104
C: -0.6145 4.9487 -1.5654  -0.087
C: 2.2811 -0.0867 1.1282  -0.346
C: -4.6243 -2.0724 2.0704  -0.699
C: 1.4136 -1.9296 3.9005  -0.172
C: -3.5651 -2.9618 1.9133  -0.722
H: 0.4498 1.9918 3.6918  -0.037
Cl: -1.5465 2.4270 2.1307  0.026
C: -2.2920 -1.1798 0.9142  -0.506
C: -1.0663 -1.6021 -4.5882  -0.218
C: 2.0571 3.1579 -1.5806  -0.269
H: 4.3132 -4.6916 0.5376  0.106
I: -2.0987 -3.9306 -6.4006  0.813
H: 1.6163 -3.8873 0.8837  0.074
C: 1.0555 1.1865 4.1161  -0.184
H: 5.3585 0.1085 2.6537  0.099
H: 2.1033 1.4772 4.0594  0.015
H: 0.7842 1.0911 5.1718  0.029
C: 3.4147 -4.7751 -0.0732  -0.140
H: 4.4164 0.2800 -1.5231  0.117
H: 1.9764 3.6792 1.5400  0.033
C: 1.1776 4.0723 0.9074  -0.296
C: 4.1550 0.1848 -0.4762  -0.060
H: 3.6528 -2.4465 -1.7720  0.113
H: -0.4810 -4.6163 -3.4508  0.117
C: 3.0021 -3.3114 -1.9396  -0.198
H: 2.1069 4.2164 -1.8462  0.029
H: 2.6170 -3.2705 -2.9577  0.119
N: -0.1728 -2.5792 -2.9372  -0.026
C: -2.4088 -2.4939 1.3033  -0.733
C: -0.6114 -3.5815 -3.7173  -0.162
H: -3.8187 5.5935 -2.4388  0.093
H: 2.9727 -2.7711 0.6575  0.116
Cl: -3.6901 -4.5972 2.4575  0.646
H: -5.0278 2.2914 0.0902  0.025
H: 0.8592 -2.8000 3.5366  0.011
H: -3.6387 1.2248 -2.3797  0.038
H: 0.3166 5.4694 -1.3722  0.085
H: 2.4617 -2.0727 3.6389  0.013
H: -3.0101 -0.3235 -1.8259  0.018
C: 2.4424 -3.6263 0.2277  -0.187
C: -1.2086 -0.6682 3.6932  -0.183
Bi: -0.5675 -0.2726 -0.1861  1.551
H: 3.0412 -0.1281 3.1419  0.053
H: -4.5608 0.2353 -1.2232  0.041
H: 6.1608 0.3280 0.2893  0.091
C: -4.0929 2.4734 0.6229  -0.345
C: -4.5191 -0.7579 1.5968  -0.638
H: 0.3112 4.2605 1.5374  -0.015
H: -4.2145 2.2408 1.6730  -0.016
F: 2.0162 -0.0149 -1.2781  -0.092
N: -0.4380 -1.3723 -3.4475  0.018
H: 0.3437 -2.6437 -2.0617  0.079
N: 0.9449 -0.2466 1.4782  -0.253
C: -3.3433 -0.2713 1.0310  -0.357
C: 3.3106 -0.0447 2.1041  -0.079
H: -0.6092 1.5821 -2.3731  0.048
H: -1.5588 -1.6785 3.4884  0.018
H: 3.0232 2.8557 -1.1729  0.026
H: 1.8750 2.5715 -2.4824  0.038
H: 1.3324 -1.9293 4.9920  0.030
H: -1.1966 -0.5450 4.7830  0.043
C: 5.1114 0.2127 0.5234  -0.115
C: 3.7161 -4.6131 -1.5801  -0.149
H: -4.1660 3.3665 -1.6597  0.095

=====

DFT (ωB97M-V with the def2-TZVPD basis set) results for a cluster of 2 separate species, C11H18O in total at a distorted geometry.

Results
LUMO: 0.8 eV
HOMO: -8.89 eV
maximum force: 0.035 Eh/bohr
gap between HOMO and LUMO: 9.68 eV
relative energy (zero: lowest compared OMol25 entry of this formula, charge and spin): 68.2 kJ/mol
SMILES: CCc1ccc(O)cc1.CCC
net charge: 0
electronic energy: -13745.9589 eV

Last column: Löwdin charge in e.
Cartesian coordinates (Å):
C: -0.5658 -2.6848 2.4318  -0.103
C: 0.5697 -0.5104 -1.7760  -0.036
H: 1.2281 -1.3612 -1.7378  0.107
H: -0.3324 -3.2341 1.5301  0.058
C: -0.0286 1.6023 -0.8910  -0.061
H: 1.7412 0.3632 1.1603  0.091
C: -1.8444 -0.4082 2.1795  -0.121
C: -1.0254 1.7529 -1.8405  -0.009
C: 0.7779 0.5019 -0.8380  -0.259
H: 3.8326 1.7326 0.3643  0.069
H: -0.5528 -1.2801 -3.3969  0.119
C: 2.0029 0.4332 0.1077  -0.195
H: 2.6723 -0.3743 -0.2010  0.105
H: -1.5099 -2.9599 2.8901  0.064
C: -1.2100 0.7346 -2.7622  -0.325
H: 0.2616 -2.9430 3.1117  0.069
C: -0.4514 -0.4331 -2.7209  -0.001
H: -1.5696 2.6756 -1.9744  0.118
H: -2.4246 -0.6413 1.2790  0.070
H: -2.5135 -0.6921 3.0094  0.073
H: 0.0566 -0.9231 1.3147  0.063
H: 2.3110 2.6065 -0.0465  0.061
O: -2.1816 0.8177 -3.7432  0.021
H: 0.0147 -0.8026 3.0482  0.085
H: 0.0855 2.4322 -0.1917  0.119
H: -3.0322 0.7887 -3.3064  0.099
C: -0.5295 -1.1631 2.1982  -0.317
C: 2.8789 1.6760 -0.1561  -0.106
H: -1.7073 0.6666 2.1995  0.061
H: 3.0462 1.6272 -1.2419  0.082

=====

DFT (ωB97M-V with the def2-TZVPD basis set) results for a cluster of 2 separate species, C2H8OS2 in total at a distorted geometry.

Results
LUMO: 0.4 eV
HOMO: -8.68 eV
maximum force: 0.031 Eh/bohr
gap between HOMO and LUMO: 9.11 eV
relative energy (zero: lowest compared OMol25 entry of this formula, charge and spin): 88.1 kJ/mol
SMILES: CCO.SS
net charge: 0
electronic energy: -25921.0227 eV

Last column: Löwdin charge in e.
Cartesian coordinates (Å):
H: -1.5878 1.1552 -1.1798  0.111
H: 2.0275 0.7224 0.8630  -0.262
C: -1.8134 -0.4357 0.3100  -0.082
O: 0.0001 1.1414 0.1124  -0.107
S: 3.2500 0.2078 0.8748  0.257
C: -0.9976 0.4344 -0.6115  -0.308
S: 2.7842 -1.0211 -0.7734  0.233
H: -0.5236 -0.1366 -1.4088  0.098
H: -1.4162 -0.3752 1.3285  0.078
H: -1.8444 -1.4912 0.0516  0.069
H: -0.2028 2.0502 0.0991  0.062
H: 3.1633 -2.1503 -0.1550  -0.219
H: -2.8393 -0.1012 0.4892  0.069

=====

Question: Number 1 is which compound?
Answer: C2HN3O2

=====

Question: Which value of electronic energy does entry 5 give?
Answer: -25921.0227 eV

=====

Question: Which of these has the highest relative energy (zero: lowest compared OMol25 entry of this formula, charge and spin)?
Answer: C2HN3O2